[1]
42
Properties=species:S:1:pos:R:3:forces:R:3:nbo_charge:R:1 method="wB97M-V/def2-TZVPD" s2=6.00 e_tot_ev=-95025.442 orbital_gap_ev="6.6 / 6.7" total_charge=+1 e_homo_ha="-0.3892 / -0.3898" spin_multiplicity=5 lumo_ev="-3.990 / -3.880"
Ho -1.23644 2.25074 0.05340 -0.1349 -0.5869 0.0238 1.5274
C -2.47353 1.79497 3.13659 0.1415 -0.0017 -0.1923 -0.6281
C -2.66330 0.50499 2.38973 -0.0436 -0.0216 -0.2149 0.2891
C -3.11078 -0.63287 3.08073 0.0180 -0.0968 -0.1518 -0.2812
C -3.35622 -1.78842 2.39031 0.0397 0.3128 0.0018 -0.0501
C -3.14836 -1.84215 0.99768 0.2229 0.5385 -0.1114 -0.1111
C -3.41224 -3.00061 0.24287 0.0731 -0.0423 -0.2571 -0.1842
C -3.13867 -3.02015 -1.10039 -0.1668 -0.1817 0.4347 -0.1777
C -2.58537 -1.90008 -1.72084 0.1654 0.5289 0.2377 -0.1877
C -2.30085 -0.74110 -1.01931 -0.1317 -0.1360 0.1331 -0.1677
S -1.51534 0.57199 -1.88908 0.1528 0.4438 0.0886 -0.3129
C -2.61809 -0.67533 0.37029 -0.1754 -0.8438 -0.3396 0.2205
N -2.40920 0.47884 1.08418 0.0496 0.0667 0.1680 -0.6231
H -3.32045 1.96167 3.79916 -0.0421 0.1364 -0.0356 0.2552
H -2.38554 2.66645 2.45837 -0.0830 -0.2319 0.3319 0.1823
H -1.57105 1.74697 3.75171 -0.0438 0.0701 -0.0881 0.2647
H -3.25553 -0.57294 4.14711 -0.0703 0.0018 0.1111 0.2386
H -3.71349 -2.66941 2.89991 -0.0662 -0.1164 0.0985 0.2330
H -3.82572 -3.86362 0.74155 -0.0176 -0.1011 0.0489 0.2272
H -3.32713 -3.90798 -1.68411 -0.0648 -0.0662 -0.0322 0.2338
H -2.35862 -1.92588 -2.77531 0.0584 -0.0144 -0.0973 0.2376
S 2.61599 1.69502 -3.53103 -0.0355 0.1873 -0.2362 0.0161
C 2.24185 1.71985 -1.96071 -0.5543 0.5782 -0.6312 -0.1070
S 1.27488 3.02747 -1.14421 0.7669 -1.1516 0.5136 0.2978
C 1.38071 2.02333 0.38992 0.3396 0.8802 -1.0009 -0.1922
N 2.05888 0.96101 0.22337 -0.0347 -0.3948 0.7191 -0.2015
N 2.55975 0.81234 -1.00957 -0.0123 0.3662 -0.0142 -0.2623
C 3.47940 -0.25118 -1.21440 0.4105 -0.6144 0.0282 0.1018
C 3.08866 -1.54270 -0.90080 -0.0353 0.2105 -0.0937 -0.1992
C 3.99606 -2.57358 -1.06543 -0.0251 -0.0519 -0.0745 -0.1975
C 5.26948 -2.31040 -1.54496 0.0390 -0.0187 0.0328 -0.1869
C 5.65938 -1.00951 -1.82172 -0.0770 0.0017 -0.0646 -0.2116
C 4.76365 0.02979 -1.65340 -0.1357 0.0002 0.1064 -0.1463
S 0.64300 2.58257 1.82742 -0.5226 0.2134 0.6010 -0.2114
H 2.08715 -1.72181 -0.53701 -0.0474 -0.0442 0.0220 0.2260
H 3.69753 -3.58469 -0.83612 0.0050 -0.0987 0.0223 0.2236
H 5.96595 -3.11863 -1.70077 0.0728 -0.1132 0.0303 0.2247
H 6.65619 -0.79962 -2.17787 0.0838 -0.0081 -0.0074 0.2264
H 5.05567 1.04801 -1.85021 0.0277 0.1274 -0.0801 0.2220
N -1.58848 5.90792 -0.27915 -0.0288 -0.3604 -0.0236 -0.5403
C -1.57790 4.75885 -0.21828 -0.1413 0.6231 -0.0128 0.2483
H -1.60190 6.90988 -0.34961 0.0234 0.0094 0.0055 0.4839



[2]
41
Properties=species:S:1:pos:R:3:forces:R:3:nbo_charge:R:1 method="wB97M-V/def2-TZVPD" s2=3.76 e_tot_ev=-141985.526 orbital_gap_ev="4.6 / 4.5" total_charge=-2 e_homo_ha="0.0086 / 0.0101" spin_multiplicity=4 lumo_ev="4.790 / 4.787"
Co -1.45695 -1.24386 -0.84137 -0.1619 0.9301 -1.3335 1.1742
C 1.53765 -0.22045 -1.88272 0.0100 0.0497 -0.0767 -0.2510
N 0.11233 -0.46198 -2.07875 -0.0360 0.5630 -0.1622 -0.5539
C -0.44881 0.15890 -3.05888 0.3215 -0.1340 0.2924 0.1781
C -1.83717 0.00823 -3.31905 -0.3784 -0.1486 -0.2301 -0.0348
C -2.62791 0.41215 -4.40345 0.1984 0.1425 0.0309 -0.2773
C -3.89363 -0.13169 -4.17326 -0.1471 -0.0425 0.0036 -0.3752
C -3.80187 -0.83818 -2.96504 -0.0538 -0.0727 -0.0359 -0.0238
N -2.57307 -0.75689 -2.45474 -0.0662 0.4215 -0.3241 -0.5662
C 2.02324 -0.69171 -0.53709 -0.0382 -0.0154 -0.0368 -0.0424
C 2.06010 -2.05203 -0.24199 0.0230 0.0441 0.0312 -0.1897
C 2.47389 -2.48179 1.00903 0.0220 -0.0615 -0.0258 -0.2070
C 2.86547 -1.56315 1.97296 0.0154 0.0908 0.0258 -0.2374
C 2.82666 -0.20538 1.68710 0.0430 -0.0553 0.0372 -0.2323
C 2.40190 0.22358 0.43743 0.0245 0.0737 0.0206 -0.1707
H 1.75704 0.84986 -1.98164 -0.0121 -0.0155 0.0002 0.1844
H 2.09880 -0.74115 -2.67079 0.0020 -0.0375 0.0595 0.1826
H 0.14386 0.81190 -3.70799 -0.0270 -0.0068 -0.0718 0.1460
H -2.31791 1.02901 -5.23633 0.0300 -0.0329 0.0091 0.1863
H -4.77436 -0.03693 -4.79284 0.0144 0.0059 -0.0094 0.1852
H -4.56784 -1.42158 -2.47413 0.0205 0.0358 0.0620 0.1915
H 1.70297 -2.76980 -0.96914 -0.0637 -0.0294 -0.0179 0.2469
H 2.45342 -3.53898 1.24145 -0.0224 -0.0166 -0.0160 0.2108
H 3.17060 -1.90119 2.95718 -0.0087 -0.0060 -0.0049 0.1931
H 3.09033 0.52264 2.44598 -0.0234 -0.0055 -0.0031 0.2015
H 2.33222 1.28725 0.23340 -0.0358 -0.0232 -0.0413 0.2073
Br -0.98298 -1.33995 1.47009 0.3836 -0.3433 1.9644 0.1339
C -0.49171 0.25940 2.41788 -0.0264 0.4368 -0.3380 -0.1200
C -0.03106 0.10141 3.71777 -0.0157 -0.0289 0.0933 -0.2512
C 0.41028 1.19643 4.44276 -0.0130 0.0869 -0.0421 -0.2314
C 0.41953 2.45334 3.84521 0.0616 -0.0894 0.1404 -0.2612
C -0.02431 2.59529 2.54261 -0.0710 0.0264 -0.1119 -0.1974
C -0.50520 1.51430 1.80216 0.0637 -0.1301 0.3715 -0.1025
C -1.01938 1.78746 0.38035 -0.0060 0.0015 -0.3443 0.7505
O -0.71360 2.89374 -0.09978 0.0404 -0.0532 0.0854 -0.7440
O -1.71461 0.88710 -0.15388 0.0289 0.2817 -0.0225 -0.7956
H -0.01275 -0.89106 4.15323 -0.0100 0.0009 -0.0038 0.2102
H 0.74700 1.07280 5.46648 0.0310 -0.0267 -0.0123 0.1900
H 0.77899 3.31580 4.39603 -0.0122 0.0052 0.0029 0.1891
H -0.01616 3.55832 2.04759 -0.0128 -0.0158 -0.0272 0.2329
Te -1.59500 -3.65118 -0.62384 -0.0926 -1.8055 0.0610 -1.3296



[3]
46
Properties=species:S:1:pos:R:3:forces:R:3:nbo_charge:R:1 method="wB97M-V/def2-TZVPD" e_tot_ev=-124524.546 orbital_gap_ev=8.8 e_homo_ha=-0.3352 lumo_ev=-0.324
O -0.16490 -6.28345 -0.70222 0.0541 -0.1104 -0.0304 -1.0940
P -0.61990 -7.19766 0.36436 -0.1039 0.3285 -0.2657 1.6784
N 0.22087 -8.70217 0.39975 0.6689 0.2929 0.2284 -0.7913
Cl 1.35945 -8.70608 1.72627 -0.1706 -0.1079 -0.1304 0.1455
C 0.87964 -8.84497 -0.89924 -0.2652 -0.3282 -0.0781 0.8875
O 0.28680 -9.37783 -1.77963 0.0357 0.2384 0.0256 -0.4981
O 2.11746 -8.31737 -0.96884 -0.2179 0.2088 0.0814 -0.7067
H -1.96911 -7.53996 0.25501 -0.0415 -0.2034 0.0532 -0.0699
H -0.43594 -6.72736 1.66425 -0.0856 -0.1629 0.1804 -0.0696
H 2.06436 -7.54927 -1.56481 0.1289 -0.2662 -0.0265 0.5244
Cl -0.58175 1.22826 -2.39627 -0.0900 -0.0200 -0.0803 0.0164
C -0.60673 -0.45408 -1.98393 0.0452 0.0836 -0.0867 -0.0730
C 0.00824 -1.36054 -2.83422 0.0108 -0.0797 -0.0587 -0.2138
C -0.00652 -2.71140 -2.53422 -0.0246 -0.0100 0.0496 -0.2009
C -0.63430 -3.16568 -1.38122 -0.0124 0.0011 -0.0438 -0.1930
C -1.24417 -2.25610 -0.53386 0.0306 -0.0944 0.0087 -0.2240
C -1.23021 -0.90115 -0.83052 -0.0398 -0.0438 0.1827 -0.0533
Cl -1.98115 0.20152 0.27653 0.0584 -0.0995 -0.1142 0.0111
H 0.49136 -1.00090 -3.73167 -0.0043 0.0509 0.0022 0.2317
H 0.47206 -3.41317 -3.20333 0.0091 -0.0026 -0.0094 0.2223
H -0.64213 -4.22318 -1.14380 0.0177 0.1371 -0.0345 0.2547
H -1.73156 -2.59168 0.37095 -0.0231 0.0469 0.0201 0.2270
Cl 2.39751 2.55032 3.72826 0.0057 0.0002 -0.0037 0.0248
C 2.64714 2.94827 2.06416 -0.0575 -0.0522 0.0606 -0.0542
C 1.85464 2.34023 1.10221 -0.0479 -0.0201 -0.0552 -0.2224
C 2.02952 2.64381 -0.23655 0.0164 0.0243 0.0044 -0.1994
C 2.99935 3.56088 -0.61789 -0.0418 -0.0376 0.0124 -0.2073
C 3.79291 4.16735 0.34012 -0.0115 0.0012 -0.0771 -0.2148
C 3.61989 3.86198 1.68215 0.0716 0.0653 0.0085 -0.0692
Cl 4.63038 4.63495 2.85302 -0.0070 -0.0004 0.0013 0.0269
H 1.09820 1.63048 1.40824 -0.0071 0.0027 0.0456 0.2328
H 1.40105 2.16383 -0.97384 0.0627 0.0286 0.0191 0.2251
H 3.13860 3.80517 -1.66218 0.0130 0.0059 -0.0098 0.2194
H 4.55134 4.88188 0.05354 0.0230 0.0159 0.0472 0.2308
Cl -2.37412 8.07076 0.61187 -0.0074 -0.0031 0.0010 0.0247
C -2.45161 6.35445 0.80741 0.0360 0.0619 -0.0489 -0.0546
C -1.79354 5.54423 -0.10595 0.0344 -0.0644 -0.0405 -0.2191
C -1.83584 4.16773 0.02921 0.0106 -0.0384 0.0048 -0.2045
C -2.53663 3.59638 1.08080 0.0122 0.0531 0.0225 -0.1891
C -3.19478 4.40252 1.99318 0.0124 -0.0861 -0.0154 -0.2178
C -3.15561 5.78222 1.85827 -0.0494 0.0020 0.0706 -0.0692
Cl -3.99244 6.76056 3.01281 0.0076 0.0013 -0.0034 0.0258
H -1.24873 5.99921 -0.92091 -0.0015 0.0549 0.0088 0.2302
H -1.32109 3.53826 -0.68419 0.0068 -0.0028 0.0041 0.2243
H -2.56508 2.52219 1.19065 -0.0425 0.0866 0.0426 0.2154
H -3.74293 3.96651 2.81627 -0.0196 0.0424 0.0269 0.2302



[4]
43
Properties=species:S:1:pos:R:3:forces:R:3:nbo_charge:R:1 method="wB97M-V/def2-TZVPD" s2=3.76 e_tot_ev=-89858.532 orbital_gap_ev="7.3 / 7.3" e_homo_ha="-0.2730 / -0.2785" spin_multiplicity=4 lumo_ev="-0.151 / -0.269"
Co -0.16924 -0.40479 -0.63005 -0.6416 -0.3149 -0.1544 1.3437
O -1.41408 0.62807 0.37537 1.1592 0.4533 0.2195 -0.8331
C -2.65788 0.36095 0.18587 -1.3024 -0.2613 -0.0291 0.3882
C -3.56366 1.41358 -0.08515 0.1824 -0.1573 0.1121 -0.2790
C -4.90545 1.18104 -0.22944 -0.0486 -0.0505 -0.0216 -0.1693
C -5.42256 -0.10904 -0.12073 -0.1862 -0.1613 0.0105 -0.2772
C -4.56865 -1.16488 0.11508 -0.1258 0.1433 -0.0406 -0.1754
C -3.19621 -0.96318 0.26653 0.0593 0.7641 -0.2534 -0.1957
C -2.29694 -2.07010 0.47843 -0.0336 0.0357 0.0189 0.3973
N -1.01647 -2.11653 0.11986 -0.3657 0.2479 0.0508 -0.6051
C -0.52837 -3.30874 0.56779 0.0328 -0.4947 0.1854 -0.0883
C -1.51685 -4.00676 1.18737 0.4975 -0.2189 -0.1403 -0.0908
N -2.63003 -3.21811 1.11464 -0.0488 0.2501 -0.0966 -0.5055
H -3.15535 2.40877 -0.18563 0.0689 0.0341 0.0356 0.2225
H -5.56727 2.00678 -0.44831 -0.0706 0.0575 -0.0010 0.2117
H -6.48203 -0.27614 -0.24840 -0.0369 -0.0698 -0.0036 0.2115
H -4.96874 -2.17030 0.14301 -0.0379 -0.1012 0.0084 0.1926
H 0.49670 -3.57722 0.41765 0.2370 -0.1569 -0.0275 0.2139
H -1.52306 -4.96998 1.65378 0.0129 -0.1564 0.0651 0.2241
H -3.53448 -3.43528 1.49531 0.0067 0.1220 0.0118 0.4290
S 3.43466 -1.50280 1.59624 -0.4617 0.3963 -0.5643 0.4711
C 3.49969 -2.05015 -0.03277 -0.0162 0.1500 0.3046 -0.4323
C 2.53467 -1.45752 -0.77558 0.4473 -0.4190 -0.1274 -0.0476
N 1.74065 -0.59483 -0.08212 0.1957 0.0282 0.7493 -0.5492
C 2.10069 -0.50334 1.16503 0.6096 -0.3096 0.3273 -0.1127
H 4.24031 -2.75477 -0.34528 0.1829 -0.1889 -0.1419 0.2552
H 2.36147 -1.62023 -1.82582 -0.0802 0.0339 -0.1311 0.2476
H 1.61668 0.14185 1.87432 -0.1872 0.0499 0.1524 0.2453
O -0.25876 -3.83759 -7.91529 -0.1651 -0.3170 -0.1677 -0.6725
C 0.27523 -2.60263 -7.80460 0.1063 0.1269 -0.1112 0.7763
O 0.77497 -2.08134 -8.76636 -0.0782 -0.2089 0.0963 -0.5723
C 0.21662 -1.96153 -6.47005 0.0019 0.2279 0.2770 -0.2325
C 0.97562 -0.80215 -6.28802 -0.1048 -0.2889 -0.2104 -0.1326
C 0.93752 -0.11208 -5.10105 -0.1509 -0.0944 0.2631 -0.2456
C 0.12420 -0.55953 -4.05492 -0.1122 -0.2343 0.0560 -0.1537
S -0.12734 0.45886 -2.66713 0.0267 0.7653 -0.2669 -0.4172
C -0.58978 -1.74987 -4.21045 0.0169 -0.0006 0.0492 -0.1948
C -0.56286 -2.42890 -5.40870 0.2765 -0.0503 -0.3119 -0.1864
H -0.62143 -4.15602 -7.07836 0.1651 0.1867 -0.0943 0.4807
H 1.58051 -0.45737 -7.11184 0.0524 0.0359 -0.0901 0.2371
H 1.51176 0.78939 -4.95852 0.0450 0.1294 -0.0474 0.2244
H -1.19417 -2.11275 -3.38971 -0.0985 0.0550 -0.0115 0.2087
H -1.18370 -3.31138 -5.51244 -0.0299 -0.0384 0.0506 0.1879